No. 1
{
  "formula": "C7H15N3O2",
  "method": "the ωB97M-V functional and the def2-TZVPD basis",
  "homo_ev": -17.65,
  "de_lowest_ev": 4.840,
  "total_charge": 2,
  "fmax_ev_per_a": 3.8,
  "lumo_energy_ha": -0.3385,
  "smiles": "CCC[N@H+](C)/C=C(\\N)[N+](O)=C=O",
  "symbols": ["C", "C", "C", "N", "C", "C", "C", "N", "N", "O", "C", "O", "H", "H", "H", "H", "H", "H", "H", "H", "H", "H", "H", "H", "H", "H", "H"],
  "coordinates": [[0.9579, -2.9127, 0.1333], [1.4075, -1.5193, -0.4564], [0.4154, -1.0670, -1.5143], [-0.7485, -0.2301, -0.8474], [-1.8143, 0.1732, -1.8056], [-0.1448, 0.9815, -0.2340], [-0.1232, 1.1043, 1.0655], [-0.3944, 0.3370, 2.1147], [0.2570, 2.6124, 1.4318], [0.3748, 2.6663, 2.7829], [-0.2152, 3.4872, 0.5925], [-0.4722, 4.1877, -0.2549], [1.8811, -3.3202, 0.6379], [0.1541, -2.9071, 0.8884], [0.7532, -3.6742, -0.5361], [2.2533, -1.6425, -1.1394], [1.6164, -0.7901, 0.3369], [0.7619, -0.3889, -2.2136], [-0.0280, -1.9921, -2.0248], [-1.1581, -0.8333, -0.1668], [-2.6103, 0.5408, -1.1983], [-1.5055, 0.8984, -2.5035], [-2.1872, -0.6972, -2.3108], [0.2176, 1.6936, -1.0495], [-0.1824, -0.7430, 2.2456], [-0.5826, 0.7783, 3.0652], [1.1167, 3.2570, 2.9610]],
  "atomic_forces_ev_per_a": [[2.5698, 1.5171, 2.3272], [-1.0991, -1.5386, -0.9431], [-2.3218, -1.4117, 1.5439], [1.8149, 0.4126, -1.3129], [-0.6202, -1.0617, 0.8995], [-0.5979, -0.9087, -3.1744], [0.6137, 2.0386, 0.6413], [-0.0585, -2.1031, 2.7117], [-0.8974, -2.6207, -0.9862], [-0.1542, 1.5900, 0.3641], [0.4268, 0.0716, 1.0447], [-0.0776, -0.1335, 0.3569], [-1.0321, 0.4217, -0.0467], [0.2051, 0.3258, -0.2477], [-0.6800, -1.0706, -1.9324], [0.6183, -0.2552, 0.8686], [0.1636, -0.1444, -0.4644], [1.0397, 1.1786, -1.5485], [0.3499, 1.5528, 0.6321], [-0.4644, -0.4281, 0.8976], [-0.6801, 0.5405, 0.2380], [0.7196, 0.8205, -0.7118], [0.0280, -0.4822, -0.3296], [-0.3358, -1.0097, 1.6377], [-0.2740, 3.1543, -0.9683], [0.2347, -0.6695, -1.9263], [0.5090, 0.2134, 0.4292]]
}

***

No. 2
{
  "formula": "C3H5NO2",
  "method": "the ωB97M-V functional and the def2-TZVPD basis",
  "homo_ev": [-9.15, -9.42],
  "de_lowest_ev": 6.356,
  "fmax_ev_per_a": 1.1,
  "lumo_energy_ha": [-0.0347, -0.0578],
  "symbols": ["N", "C", "O", "C", "C", "O", "H", "H", "H", "H", "H"],
  "coordinates": [[2.0271, 0.4007, 0.6911], [0.9595, 0.4951, -0.1184], [0.7582, -0.8307, -0.1392], [-1.2355, -1.0112, 0.1776], [-1.2945, 0.3491, -0.0566], [-0.4039, 1.1394, 0.4788], [2.8570, 0.7436, 0.1936], [1.0061, 1.0233, -1.0769], [-0.8994, -1.3988, 1.1302], [-1.8301, -1.6760, -0.4445], [-1.9444, 0.7655, -0.8355]],
  "atomic_forces_ev_per_a": [[0.6648, 0.7825, 0.5047], [-0.3672, -0.3798, -0.2620], [-0.5610, -0.3389, -0.4123], [0.1400, -0.0725, 0.0405], [-0.1153, -0.0011, -0.1307], [0.1779, 0.0170, -0.0327], [-0.0435, -0.1384, 0.0348], [-0.0166, -0.0231, 0.1480], [-0.0791, 0.0914, -0.1194], [0.1427, 0.1060, 0.0379], [0.0572, -0.0431, 0.1911]]
}

***

No. 3
{
  "formula": "C10H20P",
  "method": "the ωB97M-V functional and the def2-TZVPD basis",
  "homo_ev": -13.60,
  "de_lowest_ev": 0.863,
  "total_charge": 1,
  "fmax_ev_per_a": 3.6,
  "lumo_energy_ha": -0.1122,
  "symbols": ["C", "C", "C", "C", "C", "C", "C", "C", "C", "C", "P", "H", "H", "H", "H", "H", "H", "H", "H", "H", "H", "H", "H", "H", "H", "H", "H", "H", "H", "H", "H"],
  "coordinates": [[-2.3707, -1.5475, 0.3419], [-1.4851, -0.8182, -0.3880], [0.7269, 2.5379, -0.4482], [1.6431, 1.3948, -0.8074], [-0.6952, 2.0666, -0.3737], [1.4041, 0.2405, 0.1664], [-1.3637, -0.8451, -1.8253], [1.5406, -2.2730, 0.7315], [-1.1380, 0.5875, 2.2294], [1.7807, -1.1764, -0.2979], [-0.5007, 0.4684, 0.5349], [-2.3335, -1.6205, 1.3989], [-3.1680, -2.1005, -0.0058], [0.9893, 2.9636, 0.5682], [0.9449, 3.3699, -1.1438], [1.3902, 0.9948, -1.7922], [2.6269, 1.7218, -0.7754], [-1.2944, 2.6881, 0.2351], [-1.2857, 1.8211, -1.2539], [2.0217, 0.3981, 1.0497], [-1.8237, 0.1191, -2.2375], [-1.7886, -1.8264, -2.2273], [-0.3607, -0.7179, -2.3394], [2.4117, -2.3655, 1.4450], [1.3541, -3.2004, 0.0970], [0.5949, -1.8441, 1.2735], [-0.5516, -0.0500, 2.8466], [-1.9743, -0.0937, 2.2046], [-1.2173, 1.6045, 2.7122], [1.1710, -1.3823, -1.1732], [2.7511, -1.1151, -0.7458]],
  "atomic_forces_ev_per_a": [[2.3386, 1.7294, -0.4449], [-0.3666, -0.3010, 3.2497], [1.0687, 1.6854, 0.1032], [-1.9105, -1.2604, 0.0552], [-0.2659, -1.5639, 0.4670], [-0.4762, -0.2668, 0.8087], [-0.1269, 0.6190, -3.5325], [-0.5195, 0.6786, -0.0213], [0.5197, 0.1083, -0.0445], [-1.1240, 0.8228, -0.8359], [0.8639, -0.4953, -0.8845], [0.0844, 0.3815, 0.8428], [-1.2100, -1.4055, -1.5166], [-0.0940, -0.5634, -0.9346], [-0.6255, -0.2814, 0.2231], [0.1848, 0.3680, -0.2920], [1.9891, 0.3563, -0.1234], [-0.7668, 0.8073, 0.6060], [0.5089, 0.3692, -0.4433], [-0.4791, 0.3517, 0.5427], [-0.2246, -1.6433, 0.1440], [0.2184, 1.6980, 0.2568], [-0.6741, -0.4935, 1.2809], [-1.1864, -0.1458, -0.6865], [0.0785, 0.8510, 1.6279], [1.5378, -1.7407, -0.5173], [1.3294, -0.1419, 0.7281], [-1.1922, 1.0083, 0.1044], [-0.2525, -1.2152, -0.8827], [-0.2309, -0.2057, -0.0900], [1.0033, -0.1112, 0.2097]]
}

***

No. 4
{
  "formula": "C14H36NO5PS",
  "method": "the ωB97M-V functional and the def2-TZVPD basis",
  "homo_ev": -8.12,
  "de_lowest_ev": 0.000,
  "fmax_ev_per_a": 1.1,
  "lumo_energy_ha": 0.0175,
  "smiles": "CCP(CC)NC(=O)OCCCS.CCO.CCO.CCO",
  "symbols": ["C", "C", "P", "C", "C", "N", "C", "O", "O", "C", "C", "C", "S", "H", "H", "H", "H", "H", "H", "H", "H", "H", "H", "H", "H", "H", "H", "H", "H", "H", "H", "C", "C", "O", "H", "H", "H", "H", "H", "H", "C", "C", "O", "H", "H", "H", "H", "H", "H", "C", "C", "O", "H", "H", "H", "H", "H", "H"],
  "coordinates": [[-0.3665, 1.5597, -2.7061], [-1.7086, 1.1988, -3.3475], [-2.6823, -0.2390, -2.7342], [-2.3799, -0.3372, -0.9239], [-3.7032, -0.3394, -0.1429], [-2.0048, -1.6642, -3.4725], [-1.1385, -2.5455, -2.7824], [-1.5296, -3.4564, -2.0895], [0.1896, -2.3655, -3.0282], [0.9683, -1.8503, -1.9238], [1.9018, -2.9295, -1.3987], [2.4364, -2.7088, 0.0376], [2.2815, -1.0087, 0.6883], [-0.5047, 2.0574, -1.7428], [0.2118, 0.6605, -2.5181], [0.2373, 2.1950, -3.3588], [-2.4010, 2.0442, -3.2932], [-1.5672, 0.9820, -4.4121], [-1.8140, 0.5595, -0.6431], [-1.7650, -1.1857, -0.6166], [-3.4948, -0.5644, 0.9087], [-4.3962, -1.0930, -0.5206], [-4.1751, 0.6448, -0.1631], [-2.7536, -2.2065, -3.8795], [0.3040, -1.4842, -1.1419], [1.5216, -0.9957, -2.3141], [2.7402, -3.0603, -2.0881], [1.3415, -3.8687, -1.4078], [1.9221, -3.3726, 0.7291], [3.5049, -2.9239, 0.0637], [1.3897, -1.1687, 1.6742], [-5.5706, 4.6465, 1.3033], [-5.9795, 3.1864, 1.2591], [-4.8583, 2.3089, 1.3282], [-4.8861, 4.8731, 0.4855], [-6.4406, 5.2994, 1.2226], [-5.0579, 4.8763, 2.2404], [-6.4771, 2.9562, 0.3181], [-6.6770, 2.9611, 2.0728], [-4.4007, 2.4758, 2.1575], [6.1215, 0.2977, -0.6883], [5.3727, 1.4422, -1.3454], [4.2181, 0.9942, -2.0474], [6.4178, -0.4388, -1.4360], [7.0158, 0.6556, -0.1759], [5.4854, -0.2045, 0.0453], [5.9993, 1.9370, -2.0865], [5.0858, 2.1880, -0.5959], [3.6453, 0.5613, -1.4077], [2.7133, -1.8079, 5.4508], [1.9116, -0.6623, 4.8645], [0.7358, -1.1148, 4.1950], [2.9943, -2.5125, 4.6675], [3.6200, -1.4429, 5.9345], [2.1256, -2.3516, 6.1942], [2.4956, -0.1332, 4.1125], [1.6387, 0.0539, 5.6465], [0.1857, -1.5788, 4.8325]],
  "atomic_forces_ev_per_a": [[-0.0938, -0.1433, 0.0344], [0.4982, -0.1387, 0.0332], [-0.9944, 0.2363, -0.5105], [0.2369, 0.3406, 0.2748], [0.2538, -0.0465, 0.1712], [0.6970, -0.2948, 0.1191], [-0.0969, -0.7457, 0.1171], [0.2012, 0.5038, -0.2790], [-0.3205, 0.9677, 0.0289], [0.0426, -0.3589, -0.0562], [-0.0609, -0.2075, 0.1784], [-0.0736, 0.0685, -0.1757], [0.3046, 0.3379, 0.0059], [0.0586, 0.0471, -0.1270], [0.1380, -0.0829, 0.0028], [-0.1198, 0.0788, 0.1222], [0.0136, -0.0403, -0.0206], [-0.0971, 0.0184, 0.0707], [0.0097, -0.1346, 0.0022], [-0.0603, -0.0834, -0.1996], [-0.1014, 0.0159, -0.0811], [0.0246, 0.0554, -0.0130], [-0.0309, -0.2253, -0.1228], [-0.1685, -0.0028, 0.2596], [-0.0015, -0.0730, 0.0210], [-0.0029, -0.0379, 0.0279], [-0.1017, 0.0900, 0.0197], [0.0419, 0.0889, -0.0326], [0.1237, 0.0458, 0.0474], [-0.1397, -0.1318, 0.1182], [-0.0842, -0.2128, -0.0412], [0.0824, -0.0344, -0.0345], [0.0679, 0.0201, 0.1066], [-0.0868, 0.1347, -0.0082], [-0.0214, 0.0060, -0.0201], [-0.0087, -0.0034, 0.0118], [-0.0418, 0.0150, 0.0212], [-0.0049, -0.0301, -0.0040], [-0.0542, 0.0093, -0.0407], [0.0352, -0.0165, 0.0197], [-0.0436, -0.0580, -0.0517], [-0.0703, -0.0517, 0.0652], [0.0943, -0.0054, -0.0345], [0.0264, 0.0159, -0.0090], [-0.0040, 0.0084, 0.0097], [0.0142, 0.0330, 0.0344], [-0.0097, 0.0144, -0.0160], [0.0527, 0.0303, -0.0075], [-0.1460, -0.0187, 0.0713], [-0.0456, -0.0546, -0.0684], [-0.0636, -0.0650, 0.0806], [0.0886, 0.0392, -0.1228], [0.0283, 0.0173, -0.0105], [-0.0037, 0.0091, 0.0101], [0.0184, 0.0262, 0.0364], [-0.0165, 0.0140, -0.0198], [0.0481, 0.0365, -0.0163], [-0.0320, -0.0263, 0.0014]]
}

***

No. 5
{
  "formula": "C11H19NOSi",
  "method": "the ωB97M-V functional and the def2-TZVPD basis",
  "homo_ev": -7.53,
  "de_lowest_ev": 0.000,
  "fmax_ev_per_a": 2.5,
  "lumo_energy_ha": 0.0305,
  "smiles": "CO[Si](C)(C)c1ccc(N(C)C)cc1",
  "symbols": ["C", "O", "Si", "C", "C", "C", "C", "C", "C", "N", "C", "C", "C", "C", "H", "H", "H", "H", "H", "H", "H", "H", "H", "H", "H", "H", "H", "H", "H", "H", "H", "H", "H"],
  "coordinates": [[2.3109, 0.3801, 3.5464], [2.6981, -0.0756, 2.3037], [1.8143, -1.1763, 1.3806], [2.9697, -2.1477, 0.3089], [1.0046, -2.4753, 2.5046], [0.5336, -0.3992, 0.2193], [-0.1986, -1.1311, -0.6739], [-1.1942, -0.5114, -1.4165], [-1.4012, 0.8629, -1.3710], [-2.3201, 1.4883, -2.2599], [-3.1522, 0.7872, -3.2341], [-2.4967, 2.9413, -2.1634], [-0.6526, 1.5880, -0.4412], [0.3232, 0.9464, 0.3134], [1.2289, 0.3526, 3.6771], [2.6661, 1.4212, 3.6560], [2.7917, -0.2549, 4.2766], [2.9111, -2.0987, -0.7833], [2.8572, -3.1862, 0.5961], [3.9655, -1.8191, 0.5431], [1.7634, -2.7678, 3.2271], [0.1435, -2.0507, 3.0205], [0.7047, -3.3782, 1.9790], [0.0230, -2.1792, -0.8814], [-1.7586, -1.0502, -2.1527], [-3.7643, 0.0366, -2.7438], [-3.8134, 1.5133, -3.7332], [-2.5251, 0.2930, -3.9952], [-3.2185, 3.3393, -2.9229], [-1.5219, 3.4675, -2.2712], [-2.8866, 3.1428, -1.1677], [-0.7973, 2.6502, -0.2948], [0.9918, 1.4908, 0.9537]],
  "atomic_forces_ev_per_a": [[0.0159, 0.7402, 0.5602], [-0.3780, -0.9819, -2.2861], [-0.4519, -0.4294, -0.5585], [0.3121, -0.0124, -0.3183], [0.2437, 0.8709, -0.0341], [1.6478, -0.5539, 1.6591], [-0.9567, -0.4445, -0.9730], [0.2658, -0.3187, -0.6079], [-1.2124, 0.7707, -0.8270], [0.3514, 0.5213, 0.2968], [0.7676, 0.0426, 0.2073], [0.2535, -0.2542, -0.0912], [0.2586, 0.5401, 0.1725], [-0.6874, 0.7929, -0.3349], [-0.1303, 0.0819, 0.2045], [-0.2222, -0.4138, 0.1649], [-0.0187, 0.0210, 0.6855], [-0.4239, 0.2278, 0.2229], [0.2359, -0.3279, 0.0314], [0.7472, -0.0672, 0.2323], [0.0043, -0.0917, 0.2978], [-0.0343, -0.1692, 0.1639], [-0.1006, 0.0723, -0.2349], [-0.1992, 0.1118, 0.2959], [-0.0843, -0.4665, -0.1539], [-0.2308, -0.2347, -0.0094], [0.3491, -0.3664, 0.2533], [-0.2775, 0.0581, 0.0891], [0.7473, -0.5820, 0.6608], [-0.5884, -0.1968, -0.0342], [-0.1204, 0.5263, 0.1180], [0.0337, -0.0063, -0.1850], [-0.1172, 0.5393, 0.3322]]
}

***

Number 1: energy -16045.4549 eV. Number 2: energy -8771.3390 eV. Number 3: energy -19975.4367 eV. Number 4: energy -46952.3525 eV. Number 5: energy -23131.3350 eV.